No. 1
A structure of composition C9H11ClN2O9Se2Te2Ti, computed with wB97M-V/def2-TZVPD.

Each line ends with the Löwdin charge.
Geometry (Å):
Ti: -4.5720 -12.0134 -3.2644  0.275
O: -7.1181 -15.1605 -7.1413  0.100
C: -8.0322 -14.9942 -6.1741  -0.482
O: -9.1204 -15.5349 -6.1806  0.076
C: -7.6672 -14.1347 -5.0009  -0.036
C: -8.3925 -13.8873 -3.8353  0.027
N: -7.6433 -13.0857 -3.0178  0.063
N: -6.4814 -12.7586 -3.6445  -0.089
C: -6.4676 -13.3753 -4.8564  -0.103
C: -5.2717 -13.0775 -5.7043  -0.457
O: -5.0338 -13.6459 -6.8038  0.048
O: -4.4290 -12.1603 -5.2471  -0.197
H: -6.2818 -14.5856 -7.0515  0.062
H: -9.3474 -14.3062 -3.5678  0.134
H: -7.8656 -12.6784 -2.1147  0.108
Se: -3.0334 -10.8332 -1.6580  -0.006
Te: -4.7291 -10.3933 0.1003  0.201
Te: -6.8115 -9.8275 -1.6399  0.159
Se: -5.5402 -9.7951 -3.7916  -0.024
O: -3.7784 -14.0829 -3.3775  -0.387
Cl: -4.4896 -14.4685 -1.9853  0.883
O: -5.6808 -15.2713 -2.2324  -0.285
O: -3.4311 -14.9308 -1.0869  -0.280
O: -4.9455 -13.0352 -1.4958  -0.644
C: 0.1818 -12.1649 -4.2119  -0.167
C: -0.3363 -10.7338 -4.4615  -0.165
C: -1.7753 -10.9730 -4.8893  -0.160
O: -2.1957 -12.1278 -4.0086  -0.389
C: -0.9873 -12.9304 -3.6189  -0.156
H: 1.0816 -12.2083 -3.6020  0.106
H: 0.4356 -12.6356 -5.1813  0.115
H: 0.2357 -10.1810 -5.2049  0.109
H: -0.3279 -10.1719 -3.5283  0.104
H: -1.8599 -11.3422 -5.9300  0.130
H: -2.4494 -10.1276 -4.7271  0.099
H: -1.1545 -13.9380 -4.0502  0.124
H: -0.9790 -13.0001 -2.5291  0.103

- charge = -1
- ⟨S²⟩ = 0.76
- LUMO energy (alpha / beta) (eV) = 2.13 / 2.11
- HOMO level (alpha / beta) (eV) = -3.92 / -3.93
- HOMO-LUMO gap (alpha / beta) (eV) = 6.05 / 6.04
- spin multiplicity = 2

***

No. 2
The ion C13H26N7O4 with charge +1, computed with wB97M-V/def2-TZVPD.

Each line ends with the Löwdin charge.
Geometry (Å):
C: 0.0692 -3.6076 0.9336  -0.040
N: -0.2737 -2.1964 0.9905  0.052
C: 0.3862 -1.3369 1.7670  -0.426
O: 1.4452 -1.5740 2.3453  0.016
C: -0.3087 0.0160 1.9228  -0.171
C: 0.4823 0.9637 2.8666  -0.104
C: 1.7829 1.4192 2.1866  -0.194
C: 2.9757 1.4486 3.1137  -0.140
N: 3.3648 0.0625 3.5304  0.112
C: 4.1867 -0.3284 4.5095  -0.448
N: 4.9690 0.4683 5.2259  0.210
N: 4.3319 -1.6228 4.6931  0.201
N: -0.5335 0.6754 0.6130  0.141
C: -1.4853 0.4107 -0.2888  -0.404
O: -2.2602 -0.5204 -0.1461  0.057
C: -1.5192 1.3003 -1.5676  -0.161
C: -0.1453 1.3361 -2.3289  -0.025
C: 0.6185 2.5528 -1.8830  -0.557
N: 0.5371 3.6339 -2.6091  0.219
O: 1.2395 2.5562 -0.8106  -0.001
N: -2.5294 0.8721 -2.4995  0.092
C: -3.1038 1.6506 -3.4099  -0.548
C: -4.1957 1.0694 -4.2385  0.010
O: -2.7510 2.8212 -3.5780  0.036
H: -0.8102 -4.2622 1.1251  0.100
H: 0.7668 -3.8222 1.7486  0.081
H: 0.4865 -3.8228 -0.0552  0.090
H: -1.0910 -1.8347 0.5213  0.098
H: -1.3211 -0.1791 2.3144  0.164
H: -0.1145 1.8602 3.0459  0.124
H: 0.7708 0.5065 3.8393  0.129
H: 1.6874 2.4263 1.8781  0.101
H: 1.9939 0.8308 1.2922  0.123
H: 2.7853 2.0490 3.9918  0.121
H: 3.7878 1.9563 2.5935  0.128
H: 2.8749 -0.6843 3.0491  0.096
H: 4.8842 1.4812 5.1391  0.133
H: 5.6456 0.1188 5.8925  0.135
H: 3.7038 -2.2447 4.1991  0.136
H: 4.9903 -1.9991 5.3617  0.136
H: 0.1375 1.4017 0.3896  0.095
H: -1.7659 2.3047 -1.2418  0.160
H: -0.2464 1.4630 -3.4175  0.127
H: 0.4750 0.4545 -2.1660  0.133
H: -0.0069 3.5899 -3.4338  0.102
H: 1.0229 4.4830 -2.3430  0.141
H: -2.8639 -0.0672 -2.3961  0.142
H: -3.8094 0.3646 -4.9653  0.087
H: -4.6759 1.8788 -4.7881  0.095
H: -4.8516 0.4991 -3.5706  0.092

- charge = +1
- LUMO energy (eV) = -2.39
- HOMO level (eV) = -11.78
- HOMO-LUMO gap (eV) = 9.39
- ΔE to the lowest compared entry with this formula, charge and spin (eV) = 0.0000
- spin multiplicity = 1

***

No. 3
The ion C2H4BrN4O2 with charge +1, computed with wB97M-V/def2-TZVPD.

Each line ends with the Löwdin charge.
Geometry (Å):
O: -0.7687 3.4734 0.8530  0.182
N: -1.1556 2.6825 0.0678  -0.320
O: -2.0910 2.6829 -0.6835  0.148
N: -0.3944 1.3468 0.0829  0.017
C: 0.5445 1.0057 1.1275  -0.011
N: 0.9079 -0.2023 1.0899  0.123
N: 0.2144 -0.8113 0.0556  0.073
C: -0.8556 0.1668 -0.4994  -0.498
Br: -2.7695 -0.5089 -0.0296  0.675
H: 0.8874 1.8509 1.7070  0.157
H: -0.3036 -1.6753 0.3406  0.182
H: 0.8380 -1.2326 -0.4874  0.129
H: -0.8617 -0.0641 -1.6215  0.143

- charge = +1
- LUMO energy (eV) = -4.72
- HOMO level (eV) = -15.32
- HOMO-LUMO gap (eV) = 10.59
- ΔE to the lowest compared entry with this formula, charge and spin (eV) = 1.0813
- spin multiplicity = 1